[1]
Computed, not measured: a 2-piece molecular cluster, C5H20BN2O3PSSi overall, with ωB97M-V/def2-TZVPD.

Each line ends with the natural charge from an NBO analysis.
Element x y z (Å)
C -0.56765 -2.31309 0.52744  -1.1342
Si -1.07085 -1.09990 -0.77187  1.5710
C -0.71651 -1.67407 -2.51970  -1.1188
C -2.88885 -0.61187 -0.66304  -1.1266
S 0.07594 0.78838 -0.55475  -0.2724
B -0.85077 1.64347 0.89885  0.9981
N -0.50505 1.13290 2.15629  -1.1387
O -1.74512 2.63676 0.58137  -0.9285
P -0.05071 1.98533 -2.36350  1.2262
N 0.67127 3.39061 -1.70701  -1.1660
O -1.58753 2.48487 -2.48548  -0.9937
H 0.50477 -2.43330 0.63355  0.2988
H -0.98223 -3.27331 0.22345  0.2449
H -0.97576 -2.07786 1.50320  0.2655
H 0.30783 -2.02421 -2.58839  0.2561
H -1.36240 -2.52553 -2.70520  0.2513
H -0.89452 -0.86998 -3.22234  0.2466
H -3.17354 -0.48442 0.37593  0.2385
H -3.00182 0.33267 -1.18682  0.2312
H -3.50869 -1.33757 -1.17394  0.2597
H 0.48908 0.82867 2.04084  0.4676
H -0.98740 0.24850 2.31042  0.4205
H -2.63976 2.29032 0.75566  0.5144
H 0.26644 4.17525 -2.21039  0.4029
H 1.66524 3.34046 -1.91115  0.3961
H -2.03154 2.55261 -1.62085  0.5144
C 3.69037 -1.46405 1.91570  -0.6242
C 2.68050 -0.30289 2.01213  -0.0263
O 1.50861 -0.68173 2.58513  -0.9674
H 3.28605 -2.28035 1.31112  0.1752
H 4.63250 -1.13792 1.45091  0.1745
H 3.92432 -1.85013 2.90870  0.1966
H 2.60669 0.09569 0.95365  0.0505
H 3.23110 0.51571 2.54008  0.0965

highest occupied orbital energy: -6.09 eV
total charge: 0
E_tot: -1591.67162 hartree

=====

[2]
Computed, not measured: C5H20BaO5 as an isolated structure, with ωB97M-V/def2-TZVPD.

Each line ends with the Löwdin charge.
Element x y z (Å)
Ba 0.90534 0.75516 -0.59184  2.0851
C -0.86307 -2.53450 0.06256  -0.0799
O -0.66651 -1.40823 -0.83169  -0.3197
H -0.46942 -3.45012 -0.37502  0.0976
H -0.31790 -2.31917 0.97782  0.0743
H -1.91568 -2.67056 0.29973  0.0999
H -1.30474 -1.44024 -1.55245  0.0877
C 3.30925 -1.52542 1.60868  -0.0879
O 2.47467 -1.45986 0.43057  -0.2702
H 3.36882 -0.52257 2.02214  0.0721
H 2.88850 -2.19844 2.35548  0.0991
H 4.31201 -1.85345 1.34323  0.1000
H 2.52934 -2.32476 0.00975  0.0941
C -2.61725 1.62385 0.69515  -0.0774
O -1.60726 1.96803 -0.29429  -0.2822
H -3.58744 1.47370 0.22115  0.1027
H -2.32068 0.69735 1.16950  0.0665
H -2.71158 2.41905 1.43111  0.0993
H -2.04703 2.48770 -0.97384  0.0854
C 0.92253 1.53539 2.72915  -0.1270
O 0.07795 0.54375 2.12003  -0.2622
H 1.86066 1.09418 3.07125  0.0848
H 1.13645 2.34827 2.02819  0.0678
H 0.45207 2.01011 3.59008  0.1072
H -0.32768 0.00872 2.80977  0.1092
C -0.46541 0.64803 -4.38842  -0.0630
O -0.53336 0.78183 -2.94025  -0.3131
H 0.29813 -0.08882 -4.61325  0.0933
H -1.42216 0.31215 -4.78445  0.0998
H -0.19175 1.59847 -4.84364  0.0976
H -1.16681 1.49041 -2.78620  0.0590

highest occupied orbital energy: -17.62 eV
total charge: +2
E_tot: -603.68013 hartree